No. 1
The following is a DFT calculation (the ωB97M-V functional and the def2-TZVPD basis) of a cluster of 11 separate species, C4H28NO12 in total.

Output
**Kohn-Sham gap**: 9.52 eV
**Charge**: -1
**E_LUMO**: 0.1043 Eh
**E**: -30665.176 eV
**Energy above the lowest of the compared OMol25 structures with the same formula, charge and spin**: 41.66 kcal per mole

Each line ends with the Löwdin charge.
Geometry (Å):
O: -0.916 -1.535 -1.710  -0.040
C: -1.004 -0.334 -1.426  -0.372
N: -0.403 0.248 -0.397  0.052
C: -0.377 1.717 -0.373  -0.172
C: -1.494 2.313 0.531  -0.135
C: -0.844 2.541 1.890  -0.303
O: -0.742 1.270 2.489  -0.131
H: -1.711 0.251 -2.026  0.117
H: 0.380 -0.150 0.097  0.077
H: -0.236 2.192 -1.351  0.120
H: 0.587 2.024 0.038  0.080
H: -1.972 3.154 0.028  0.102
H: -2.234 1.539 0.729  0.106
H: 0.083 3.126 1.929  0.100
H: -1.393 3.203 2.596  0.108
H: 2.241 1.596 1.757  -0.013
H: 2.205 2.681 0.668  0.008
O: 2.563 2.484 1.533  -0.072
H: 0.110 -2.981 3.498  0.026
H: 0.608 -1.572 3.317  0.008
O: 0.917 -2.482 3.359  -0.059
H: 2.550 -0.371 -1.617  0.007
H: 1.772 -0.221 -2.952  0.030
O: 1.965 0.216 -2.110  -0.048
H: -1.562 -0.494 1.582  0.007
H: -0.976 -1.885 1.760  0.020
O: -1.780 -1.384 1.915  -0.057
H: 1.999 -1.125 0.815  -0.021
H: 2.018 -2.673 0.319  0.042
O: 2.472 -1.826 0.264  -0.112
H: -2.841 -2.552 -0.765  0.010
H: -3.486 -1.811 0.416  0.007
O: -3.688 -2.308 -0.381  -0.069
H: -0.038 -1.880 -4.224  0.038
H: -0.727 -0.580 -4.243  0.007
O: -0.022 -1.040 -4.701  -0.051
H: 1.920 -0.048 2.394  0.023
H: 0.101 0.815 2.138  0.001
O: 1.265 -0.025 1.677  -0.350
H: -2.672 -1.049 -3.217  0.018
H: -4.076 -0.736 -2.440  0.041
O: -3.380 -0.415 -3.030  -0.081
H: 3.936 -0.634 0.008  -0.005
H: 4.226 0.786 -0.475  0.006
O: 4.655 -0.045 -0.311  -0.073

No. 2
The following is a DFT calculation (the ωB97M-V functional and the def2-TZVPD basis) of a cluster of 12 separate species, C4H28NO14 in total.

Output
**2S+1**: 2
**Kohn-Sham gap (spin up / spin down)**: 10.52 / 4.63 eV
**E_LUMO (spin up / spin down)**: -0.0121 / -0.2287 Eh
**E**: -34754.923 eV

Each line ends with the Löwdin charge.
Geometry (Å):
C: -1.228 -0.266 2.801  0.049
C: -1.543 -0.701 1.376  -0.464
N: -0.565 -0.824 0.406  0.165
C: 0.759 -0.316 0.538  -0.037
C: 1.411 0.117 -0.844  -0.544
O: 0.620 0.783 -1.562  0.070
O: 2.494 -0.371 -1.177  0.055
O: -2.678 -1.073 1.131  0.107
H: -1.557 -1.145 3.362  0.111
H: -0.175 -0.027 2.908  0.063
H: -1.825 0.594 3.079  0.085
H: -0.827 -1.081 -0.568  0.152
H: 1.408 -1.157 0.848  0.158
H: 0.821 0.442 1.322  0.127
H: -1.215 4.462 0.847  0.004
H: -0.860 3.811 2.291  0.015
O: -1.268 4.526 1.808  -0.071
H: -0.477 -1.469 -3.365  0.019
H: -0.097 -2.730 -2.770  0.094
O: -0.789 -2.034 -2.644  -0.075
H: -0.351 2.028 -0.313  0.018
H: -0.364 3.378 -1.118  0.045
O: -0.583 2.984 -0.293  -0.040
H: -3.825 1.319 2.221  0.001
H: -3.674 2.554 1.349  0.015
O: -3.888 2.266 2.222  -0.029
H: 3.740 -0.295 -0.035  -0.011
H: 4.879 0.483 0.713  0.045
O: 4.366 -0.324 0.718  -0.056
H: 1.828 -0.869 -3.999  0.039
H: 0.971 0.074 -3.218  0.045
O: 0.970 -0.472 -4.077  -0.056
H: -2.461 -2.954 -2.422  0.008
H: -3.208 -3.183 -1.089  0.005
O: -2.827 -3.648 -1.829  -0.079
H: -2.439 0.817 -1.097  0.002
H: -3.917 0.613 -1.597  0.031
O: -3.197 1.228 -1.539  -0.039
H: 2.970 -0.308 1.893  -0.013
H: 3.232 -1.070 3.175  0.054
O: 2.684 -0.348 2.837  -0.080
H: 3.834 2.215 -0.091  0.005
H: 4.256 1.407 -1.306  0.026
O: 4.361 2.251 -0.859  -0.019
H: -0.427 -4.196 1.320  0.041
H: 0.459 -3.205 1.688  0.012
O: 0.525 -4.163 1.502  -0.053